C15H15InN5O3S | ωB97M-V with the def2-TZVPD basis set

```
40
Properties=species:S:1:pos:R:3:forces:R:3:mulliken_charge:R:1
In -0.29282 1.05467 1.26707 -0.091 0.021 -0.055 1.359
S 0.14839 -0.30144 3.16590 0.050 -0.023 -0.039 -0.422
O -0.11902 2.68887 0.12308 0.048 0.012 0.030 -0.934
O -5.59871 -4.87913 1.14582 -0.033 -0.004 -0.009 -0.538
O -4.46977 -2.38003 2.34397 -0.009 0.012 0.009 -0.651
N 1.91870 -2.23173 2.97160 -0.017 -0.006 -0.026 -0.400
N -5.92528 -2.58210 0.62387 0.024 -0.011 0.011 -0.209
N -2.32714 0.59194 0.54089 0.013 -0.021 0.025 -0.366
N 1.99065 -0.90047 1.13889 -0.007 -0.024 0.014 -1.142
N 1.48904 0.20689 0.49367 0.014 -0.019 0.021 0.302
C 2.64958 3.48493 -2.87948 -0.014 0.007 0.006 -0.765
C -4.89145 -1.99575 1.26869 0.002 -0.028 -0.021 0.381
C 1.86951 1.97195 -1.13751 -0.017 0.008 0.029 0.523
C -2.98841 -0.45718 1.04096 -0.013 0.011 -0.007 0.059
C -4.85412 -0.01051 -0.36525 -0.005 0.001 0.003 -0.184
C 0.74285 4.07707 -1.52846 -0.012 -0.004 -0.001 -0.464
C 2.76210 2.31346 -2.17386 0.002 -0.003 0.003 -0.790
C -6.48797 -3.80240 1.19455 0.008 0.006 0.000 -0.468
C 2.18627 0.74278 -0.44557 -0.002 0.006 -0.014 -0.060
C -4.16725 1.08186 -0.87640 0.004 0.007 -0.006 -0.919
C -4.25561 -0.80152 0.60482 -0.001 0.003 -0.001 -0.062
C 1.45553 -1.17086 2.28705 0.016 0.072 0.035 0.736
C 0.82589 2.87782 -0.81516 0.015 -0.026 -0.013 0.763
C 1.62834 4.37325 -2.54199 0.014 -0.008 -0.004 -0.370
C -2.90067 1.35436 -0.40664 -0.005 -0.007 0.000 -0.186
H -2.50614 -1.04012 1.81678 0.003 0.001 0.000 0.572
H 2.70566 -2.73808 2.60124 0.006 0.000 0.000 0.250
H 3.56217 1.62070 -2.40560 -0.001 0.000 0.000 0.341
H 3.11431 0.23962 -0.70955 0.001 0.006 -0.006 0.438
H -6.02594 -2.43905 -0.36764 -0.013 0.013 0.003 0.280
H -0.04467 4.76680 -1.25552 0.000 -0.001 -0.001 0.435
H -2.31325 2.18926 -0.76540 0.002 0.003 0.003 0.516
H 1.52881 5.30979 -3.07497 0.000 0.000 0.000 0.384
H -4.96732 -4.77576 1.86692 0.022 0.010 0.010 0.362
H 1.57806 -2.44839 3.88964 -0.006 -0.007 0.006 0.182
H -5.85874 -0.22232 -0.70879 0.000 0.000 -0.001 0.494
H -7.36168 -4.06822 0.60573 0.004 -0.001 -0.005 0.372
H -4.60902 1.72109 -1.62668 0.001 -0.001 0.000 0.438
H -6.79087 -3.57319 2.21580 -0.005 -0.004 0.003 0.322
H 3.34680 3.71905 -3.67074 0.000 0.001 0.000 0.421
```
Forces are in eV/Å.

Computed properties:
Orbital gap: 0.282 Eh
Charge: +1



C3H4N4O | ωB97M-V with the def2-TZVPD basis set

```
12
Properties=species:S:1:pos:R:3:forces:R:3:mulliken_charge:R:1
O 2.16909 0.09230 1.41645 -0.165 0.019 0.415 -0.579
N -0.53282 -0.06169 -0.82351 -0.650 -0.315 -1.198 -0.591
N -1.80425 0.28090 -0.58429 -0.424 0.516 -0.007 0.136
N -0.75868 0.67828 1.31262 -0.120 -0.371 -2.031 -0.502
N 2.02542 -0.91280 -0.58700 -0.889 -0.183 -1.284 -0.342
C 1.50014 -0.21003 0.45773 0.295 0.274 -0.367 0.018
C 0.05641 0.17303 0.29817 0.352 0.132 1.985 0.728
C -1.92347 0.75410 0.66302 1.928 -0.460 1.252 -0.062
H 1.54234 -1.02521 -1.50651 0.630 0.193 1.587 0.263
H 3.00210 -1.12907 -0.50301 0.078 0.009 -0.129 0.237
H -2.48620 0.29000 -1.32014 -0.029 -0.098 -0.105 0.216
H -2.79008 1.07018 1.17648 -1.006 0.284 -0.118 0.479
```
Forces are in eV/Å.

Computed properties:
Structure (SMILES): NC(=O)c1nc[nH]n1
Orbital gap: 0.393 Eh
Energy above the lowest of the compared OMol25 structures with the same formula, charge and spin: 6.8 kJ/mol
Charge: 0



C18H19NO5S2 | ωB97M-V with the def2-TZVPD basis set

```
45
Properties=species:S:1:pos:R:3:forces:R:3:mulliken_charge:R:1
S 1.22234 -2.22623 0.95163 -0.170 -0.470 0.110 -0.350
S -1.83090 2.57906 -0.88552 -0.222 -0.158 -0.314 1.434
O -2.45588 -3.27114 -1.08802 0.199 0.136 -0.189 -0.430
O 3.82307 0.98654 -2.05094 0.119 0.114 -0.130 -0.424
O -1.71981 2.82393 0.72407 -0.466 0.323 -0.679 -0.545
O -2.98200 3.31656 -1.27824 -0.117 -0.058 0.313 -0.727
O -0.57664 2.88786 -1.50755 -0.031 -0.162 0.225 -0.574
N 2.70375 -0.15874 0.25921 -0.267 0.156 0.183 -0.004
C -1.22474 1.84437 2.83144 -0.150 0.228 -0.387 -0.516
C -3.17056 -1.14930 -0.13957 -0.036 -0.204 0.000 -0.397
C -2.10559 0.82141 -0.97413 0.010 0.686 0.036 -0.288
C -0.94433 1.98042 1.47570 0.722 -0.685 0.583 -0.353
C -3.02261 0.22691 -0.13423 -0.080 -0.002 -0.028 -0.838
C 3.09574 1.79125 -1.15221 0.003 0.095 0.365 -0.279
C -1.34395 0.06466 -1.84864 0.070 -0.077 -0.099 -0.204
C 3.15653 1.21547 0.27182 0.149 0.561 -0.262 -0.640
C 3.45483 -0.97194 -0.67066 0.129 -0.221 -0.578 -0.734
C 1.65922 -0.63239 0.94240 0.196 -0.606 -0.198 0.190
C 0.76194 0.29157 1.65670 -0.415 0.571 0.197 -0.130
C -1.49190 -1.30367 -1.86893 -0.150 -0.094 0.103 -0.597
C -2.39834 -1.92936 -1.00244 0.087 0.350 -0.083 0.910
C 3.34211 -0.33667 -2.06144 0.079 -0.292 0.241 -0.359
C -0.50580 0.93379 3.58743 0.033 0.027 -0.056 -0.721
C -3.26416 -3.98374 -0.17770 -0.147 -0.135 0.174 -0.874
C 0.46123 0.13446 3.00463 0.193 0.015 -0.083 -0.625
C 0.07258 1.23595 0.90224 0.206 0.020 0.246 0.824
H 3.04816 -1.98391 -0.66753 0.112 0.151 0.010 0.378
H -0.72371 0.82884 4.63928 -0.031 0.002 0.085 0.398
H 0.98338 -0.61267 3.58207 0.018 -0.086 0.030 0.517
H -3.88169 -1.60342 0.53101 -0.052 -0.057 0.056 0.426
H 3.56157 2.77720 -1.17976 -0.096 -0.021 0.048 0.365
H 0.30280 1.37298 -0.13954 0.168 -0.091 -0.016 0.500
H 2.28976 -0.35729 -2.38379 0.053 -0.021 0.002 0.191
H 3.95352 -0.88004 -2.78298 -0.092 -0.035 0.047 0.368
H -0.64049 0.56686 -2.49431 0.141 -0.043 -0.093 0.488
H -3.09760 -5.03569 -0.40223 -0.052 0.073 0.050 0.249
H -2.00701 2.44320 3.26898 -0.121 0.073 0.061 0.512
H -2.96818 -3.78290 0.85556 -0.008 0.012 -0.033 0.356
H 4.20066 1.22339 0.60928 -0.106 0.050 0.007 0.371
H -0.91078 -1.92459 -2.53140 0.087 -0.045 -0.082 0.430
H 2.04944 1.88401 -1.47838 0.049 -0.010 0.019 0.166
H -3.61088 0.84254 0.52796 -0.106 -0.010 0.149 0.481
H -4.32424 -3.74759 -0.31225 0.051 0.004 0.006 0.343
H 4.50525 -0.99554 -0.36246 -0.055 -0.014 0.002 0.270
H 2.55390 1.81362 0.95346 0.101 -0.048 -0.039 0.441
```
Forces are in eV/Å.

Computed properties:
Structure (SMILES): COc1ccc(S(=O)(=O)Oc2cccc(C(=S)N3CCOCC3)c2)cc1
Orbital gap: 0.312 Eh
Energy above the lowest of the compared OMol25 structures with the same formula, charge and spin: 277.3 kJ/mol
Charge: 0



HI2OP | ωB97M-V with the def2-TZVPD basis set

```
5
Properties=species:S:1:pos:R:3:forces:R:3:mulliken_charge:R:1
I 0.51640 -0.35372 1.17038 -0.900 0.821 -1.162 0.450
I 1.96739 1.18858 -2.02783 -0.282 0.021 0.206 -0.055
P 0.35670 1.66013 -0.22152 0.529 -1.089 0.654 -0.120
O -1.03173 -1.53450 0.49360 0.567 0.357 0.311 -0.635
H -1.80876 -0.96049 0.58538 0.087 -0.110 -0.009 0.358
```
Forces are in eV/Å.

Computed properties:
Orbital gap (alpha / beta): 0.245 / 0.245 Eh
Energy above the lowest of the compared OMol25 structures with the same formula, charge and spin: 311.3 kJ/mol
Charge: 0



The following E values (in hartree) correspond, in order, to the records above: -1668.27168 -411.00071 -1924.60704 -1012.50700.